(1)
{
  "formula": "C4H6O",
  "method": "the ωB97M-V functional and the def2-TZVPD basis",
  "species": ["C", "C", "C", "C", "O", "H", "H", "H", "H", "H", "H"],
  "coordinates": [[0.535648, -1.092434, 0.110554], [-0.793608, -1.275470, 0.092227], [1.024534, 0.252722, 0.028931], [-1.215064, 0.978832, 0.053859], [-1.727306, -0.276588, -0.111037], [1.171508, -2.027670, 0.057827], [-1.300629, -2.140269, 0.071013], [1.086155, 0.831535, 0.887196], [1.860816, 0.417349, -0.721642], [-0.761805, 1.135455, 0.974324], [-1.812915, 1.667311, -0.514670]],
  "forces_ev_per_a": [[-0.272, -0.777, 0.008], [0.144, 2.482, 0.054], [0.046, 0.057, -2.776], [1.156, -2.116, -1.364], [1.588, -0.019, 0.161], [-0.743, 1.292, -0.140], [-1.318, -3.296, 0.093], [0.303, 0.975, 1.282], [-0.975, -0.069, 1.065], [-0.264, 0.862, 1.545], [0.335, 0.608, 0.074]],
  "mulliken_charge": [0.111, -0.375, -0.862, -0.410, -0.352, 0.275, 0.499, 0.297, 0.229, 0.291, 0.297],
  "e_homo_ev": -8.24,
  "relative_energy_kj_mol": 332.7,
  "total_charge": 0,
  "gap_ev": 9.01
}

=====

(2)
{
  "formula": "C4H6O",
  "method": "the ωB97M-V functional and the def2-TZVPD basis",
  "species": ["C", "C", "C", "C", "O", "H", "H", "H", "H", "H", "H"],
  "coordinates": [[1.919823, 0.613441, 0.512677], [-3.081378, -0.109069, -0.792413], [1.216625, -0.427146, -0.164909], [-2.289753, -0.489757, 0.053477], [0.056537, -0.565248, -0.316264], [3.006952, 0.593064, 0.516286], [1.323760, 1.363395, 0.076400], [-3.532882, 0.265452, -1.623682], [1.403145, 0.764470, 1.589208], [1.905686, -1.107092, -0.723133], [-1.928512, -0.901512, 0.872358]],
  "forces_ev_per_a": [[-2.043, 1.272, 3.601], [2.792, -1.173, 2.757], [8.747, -2.736, -0.104], [-4.396, 2.000, -4.022], [-7.204, -0.860, -1.301], [-0.449, 0.246, -0.232], [0.732, 2.843, -0.833], [-1.129, 0.755, -1.662], [1.705, -0.692, -1.280], [-0.536, -0.131, -0.031], [1.781, -1.523, 3.108]],
  "mulliken_charge": [-0.728, -0.363, -0.142, -0.500, -0.285, 0.326, 0.272, 0.428, 0.194, 0.327, 0.472],
  "e_homo_ev": [-5.72, -10.10],
  "relative_energy_kj_mol": 337.7,
  "total_charge": 0,
  "gap_ev": [6.83, 7.64],
  "spin_multiplicity": 3
}

=====

(3)
{
  "formula": "C4H6O",
  "method": "the ωB97M-V functional and the def2-TZVPD basis",
  "species": ["C", "C", "C", "C", "O", "H", "H", "H", "H", "H", "H"],
  "coordinates": [[0.854506, 0.374580, 0.018828], [-0.280830, -0.141968, 0.378893], [2.444583, 0.947860, -0.055848], [-1.278910, -0.543696, -0.654464], [1.518267, 0.537193, -1.146736], [-0.759550, -0.079425, 1.453190], [2.436069, 1.895961, 0.260248], [3.075067, 0.158769, 0.214879], [-0.976336, -0.178100, -1.610926], [-2.325556, -0.266507, -0.506259], [-1.347481, -1.574106, -0.778568]],
  "forces_ev_per_a": [[11.129, 7.456, -2.424], [-9.925, -5.077, 4.351], [-4.577, -5.591, -0.036], [0.192, 0.858, 0.223], [-0.609, 0.335, 0.020], [1.423, 0.491, -2.148], [0.476, 3.425, 0.573], [1.411, -0.482, -0.005], [0.197, 0.429, -0.849], [0.229, 0.468, 0.523], [0.055, -2.312, -0.229]],
  "mulliken_charge": [0.110, -0.240, -0.462, -0.984, -0.299, 0.261, 0.353, 0.311, 0.308, 0.327, 0.315],
  "e_homo_ev": [-4.20, -9.74],
  "relative_energy_kj_mol": 368.1,
  "total_charge": 0,
  "gap_ev": [5.34, 8.04],
  "spin_multiplicity": 3
}